Model A:
# C4H11N3O2

2 unconnected molecules or ions with the total composition C4H11N3O2 (ωB97M-V/def2-TZVPD, the OMol25 dataset).

```
20
C4H11N3O2 (ωB97M-V/def2-TZVPD)
C 0.442 -2.349 -0.298
N -0.681 -1.545 0.167
C -1.451 -0.997 -0.688
N -1.290 -0.867 -2.066
N -2.626 -0.449 -0.156
H 1.113 -2.424 0.563
H 1.040 -1.845 -1.067
H 0.101 -3.342 -0.586
H -1.657 -1.554 -2.711
H -1.515 0.072 -2.363
H -2.674 -0.307 0.832
H -3.028 0.359 -0.596
C 2.368 2.066 1.010
C 1.041 1.485 1.535
O 1.019 0.447 2.135
O -0.132 2.022 1.116
H 3.081 1.430 1.524
H 2.483 3.119 1.275
H 2.451 2.002 -0.069
H -0.086 2.673 0.443
```

Computed properties:
* net charge: 0
* M: 133.2 g/mol

***

Model B:
# C4H11N3O2

2 unconnected molecules or ions with the total composition C4H11N3O2 (ωB97M-V/def2-TZVPD, the OMol25 dataset).

```
20
C4H11N3O2 (ωB97M-V/def2-TZVPD)
C -2.174 -0.896 1.020
N -1.201 -0.097 0.315
C -1.475 0.727 -0.613
N -0.584 1.758 -0.855
N -2.706 0.891 -1.245
H -1.735 -1.115 1.994
H -2.447 -1.850 0.557
H -3.104 -0.355 1.240
H 0.355 1.635 -0.485
H -0.678 2.162 -1.777
H -3.516 0.400 -0.914
H -2.655 1.126 -2.218
C 3.686 -0.661 0.377
C 2.258 -0.192 0.328
O 1.940 0.974 0.264
O 1.402 -1.194 0.426
H 3.774 -1.733 0.550
H 4.194 -0.201 1.224
H 4.214 -0.431 -0.546
H 0.452 -0.947 0.358
```

Computed properties:
* net charge: 0
* M: 133.2 g/mol

***

Preferred: model B; penalty for the next structure: 0.0426 hartree.

***

Model A:
# C4H11N3O2

2 unconnected molecules or ions with the total composition C4H11N3O2 (ωB97M-V/def2-TZVPD, the OMol25 dataset).

```
20
C4H11N3O2 (ωB97M-V/def2-TZVPD)
H -1.254 -0.544 -0.743
N -1.042 0.457 -0.858
C -0.664 1.510 -0.271
N -0.635 1.485 1.223
N -0.023 2.506 -0.992
C 0.671 2.238 -2.300
H -0.347 2.435 1.496
H -1.268 0.813 1.562
H 0.351 3.336 -0.466
H 0.130 1.404 -2.714
H 1.744 1.974 -2.217
H 0.558 3.098 -3.041
C 0.734 -2.116 1.978
C 0.004 -2.556 0.543
O 0.380 -2.286 -0.621
O -0.875 -3.610 0.787
H 0.960 -1.017 1.962
H 1.615 -2.796 2.027
H 0.020 -2.295 2.814
H -1.058 -4.037 -0.168
```

Computed properties:
* net charge: 0
* M: 133.2 g/mol

***

Model B:
# C4H11N3O2

2 unconnected molecules or ions with the total composition C4H11N3O2 (ωB97M-V/def2-TZVPD, the OMol25 dataset).

```
20
C4H11N3O2 (ωB97M-V/def2-TZVPD)
C -0.940 0.483 -1.946
N -0.002 0.703 -0.831
C 1.197 0.274 -0.879
N 2.119 0.562 0.213
N 1.963 -0.323 -1.985
H -1.980 0.311 -1.660
H -0.770 -0.346 -2.606
H -0.993 1.468 -2.328
H 2.978 0.034 0.323
H 1.477 0.743 1.003
H 1.386 -0.920 -2.523
H 2.595 0.328 -2.461
C -1.875 -0.132 2.337
C -0.533 -0.520 2.068
O 0.483 -0.154 2.664
O -0.557 -1.503 1.089
H -2.515 -0.165 1.405
H -1.647 1.028 2.509
H -2.347 -0.399 3.245
H -0.039 -1.472 0.364
```

Computed properties:
* net charge: 0
* M: 133.2 g/mol

***

Model C:
# C4H11N3O2

2 unconnected molecules or ions with the total composition C4H11N3O2 (ωB97M-V/def2-TZVPD, the OMol25 dataset).

```
20
C4H11N3O2 (ωB97M-V/def2-TZVPD)
C 0.296 -1.998 -1.017
N -0.675 -1.028 -0.592
C -1.650 -0.687 -1.335
N -2.271 -1.531 -2.278
N -2.553 0.258 -0.843
H 1.047 -1.509 -1.638
H -0.138 -2.827 -1.593
H 0.732 -2.412 -0.112
H -1.616 -1.936 -2.930
H -3.033 -1.093 -2.784
H -2.437 0.531 0.113
H -3.485 0.146 -1.190
C 2.762 1.936 2.539
C 1.616 1.285 1.828
O 1.110 0.200 1.891
O 1.052 2.263 1.021
H 3.617 1.281 2.670
H 2.380 2.272 3.509
H 3.046 2.877 2.071
H 0.199 1.973 0.669
```

Computed properties:
* net charge: 0
* M: 133.2 g/mol

***

Model D:
# C4H11N3O2

2 unconnected molecules or ions with the total composition C4H11N3O2 (ωB97M-V/def2-TZVPD, the OMol25 dataset).

```
20
C4H11N3O2 (ωB97M-V/def2-TZVPD)
C 0.491 1.168 -2.339
N -0.444 1.166 -1.285
C -1.237 0.212 -1.232
N -1.036 -0.944 -2.039
N -2.559 0.430 -0.550
H 1.236 0.372 -2.351
H 1.137 2.118 -2.274
H -0.025 1.036 -3.268
H -0.333 -1.676 -1.665
H -1.816 -1.211 -2.549
H -2.526 1.281 0.029
H -2.917 -0.356 -0.099
C 1.621 -0.768 3.249
C 0.800 -0.619 2.011
O -0.351 -0.805 1.781
O 1.525 0.264 1.242
H 1.040 -0.490 4.084
H 2.553 -0.062 3.310
H 1.907 -1.809 3.456
H 0.934 0.692 0.489
```

Computed properties:
* net charge: 0
* M: 133.2 g/mol

***

Preferred: model C; penalty for the next structure: 0.0285 hartree.

***

Model A:
# C4H11N3O2

2 unconnected molecules or ions with the total composition C4H11N3O2 (ωB97M-V/def2-TZVPD, the OMol25 dataset).

```
20
C4H11N3O2 (ωB97M-V/def2-TZVPD)
H -1.847 0.652 -0.061
N -1.091 0.211 0.455
C -1.334 -0.284 1.608
N -2.425 0.110 2.446
N -0.500 -1.221 2.206
C 0.926 -1.143 1.990
H -2.917 -0.300 3.206
H -2.465 1.120 2.409
H -0.974 -1.935 2.721
H 1.392 -1.271 1.030
H 1.264 -1.982 2.590
H 1.479 -0.368 2.556
C -0.060 0.004 -2.600
C 1.200 0.660 -2.290
O 1.927 1.152 -3.123
O 1.615 0.735 -1.019
H -0.246 -0.904 -2.018
H -0.110 -0.211 -3.625
H -0.964 0.490 -2.279
H 0.680 0.554 -0.448
```

Computed properties:
* net charge: 0
* M: 133.2 g/mol

***

Model B:
# C4H11N3O2

2 unconnected molecules or ions with the total composition C4H11N3O2 (ωB97M-V/def2-TZVPD, the OMol25 dataset).

```
20
C4H11N3O2 (ωB97M-V/def2-TZVPD)
H -0.879 0.610 -1.548
N -0.360 0.636 -0.639
C -0.887 0.717 0.503
N -0.020 0.931 1.652
N -2.152 0.204 0.894
C -3.290 1.115 1.218
H 0.981 1.323 1.530
H -0.029 0.350 2.381
H -2.305 -0.570 0.282
H -4.218 0.785 0.825
H -3.044 2.140 0.865
H -3.396 0.989 2.324
C 2.456 -1.841 -1.579
C 2.965 -0.615 -1.076
O 4.105 -0.378 -1.021
O 2.069 0.186 -0.475
H 1.478 -1.773 -2.166
H 1.973 -2.606 -0.893
H 3.248 -2.361 -2.181
H 1.304 0.157 -0.895
```

Computed properties:
* net charge: 0
* M: 133.2 g/mol

***

Preferred: model A; penalty for the next structure: 0.0275 hartree.

***

Model A:
# C2H2O2

C2H2O2 in the gas phase (ωB97M-V/def2-TZVPD, the OMol25 dataset).

```
6
C2H2O2 (ωB97M-V/def2-TZVPD)
O -1.362 -1.055 -0.095
C -0.815 0.003 -0.008
C 0.722 -0.007 -0.140
O 1.379 -1.031 0.063
H -1.201 1.039 0.561
H 1.277 1.051 -0.381
```

Computed properties:
* net charge: 0
* M: 58.0 g/mol

***

Model B:
# C2H2O2

C2H2O2 in the gas phase (ωB97M-V/def2-TZVPD, the OMol25 dataset).

```
6
C2H2O2 (ωB97M-V/def2-TZVPD)
O 1.478 -0.724 -0.669
C 0.824 -0.079 0.089
C -0.896 0.348 -0.242
O -0.550 -0.586 0.556
H 1.112 0.701 0.794
H -1.977 0.310 -0.478
```

Computed properties:
* net charge: 0
* M: 58.0 g/mol

***

Model C:
# C2H2O2

C2H2O2 in the gas phase (ωB97M-V/def2-TZVPD, the OMol25 dataset).

```
6
C2H2O2 (ωB97M-V/def2-TZVPD)
O 1.506 -0.439 -0.781
C 0.947 -0.065 0.193
C -1.195 0.262 -0.646
O -0.445 -0.133 0.374
H 1.401 0.333 1.110
H -2.215 0.041 -0.250
```

Computed properties:
* net charge: 0
* M: 58.0 g/mol

***

Model D:
# C2H2O2

C2H2O2 in the gas phase (ωB97M-V/def2-TZVPD, the OMol25 dataset).

```
6
C2H2O2 (ωB97M-V/def2-TZVPD)
O -1.718 0.084 0.417
C -0.727 -0.335 -0.109
C 0.653 0.462 -0.213
O 0.908 -0.034 0.871
H -0.536 -1.383 -0.390
H 1.419 1.206 -0.577
```

Computed properties:
* net charge: 0
* M: 58.0 g/mol

***

Preferred: model A; penalty for the next structure: 0.0244 hartree.

***

Model A:
# CH2Cl3P

CH2Cl3P in the gas phase (ωB97M-V/def2-TZVPD, the OMol25 dataset).

```
7
CH2Cl3P (ωB97M-V/def2-TZVPD)
P -1.189 0.363 -0.245
C 0.659 -0.080 -0.222
Cl 0.908 -1.347 -1.544
Cl 1.542 1.368 -0.767
Cl 1.323 -0.704 1.281
H -1.396 1.143 1.011
H -1.847 -0.743 0.485
```

Computed properties:
* net charge: 0
* M: 151.4 g/mol

***

Model B:
# CH2Cl3P

CH2Cl3P in the gas phase (ωB97M-V/def2-TZVPD, the OMol25 dataset).

```
7
CH2Cl3P (ωB97M-V/def2-TZVPD)
C -0.295 -0.822 -0.940
P 0.175 0.239 0.316
Cl 1.318 -0.819 1.533
Cl 1.267 1.833 -0.230
Cl -1.210 1.362 1.768
H -0.370 -0.248 -1.865
H -0.884 -1.545 -0.583
```

Computed properties:
* net charge: 0
* M: 151.4 g/mol

***

Preferred: model B; penalty for the next structure: 0.0335 hartree.